[1]
Here is a single C3H3NO molecule at a distorted geometry from the Open Molecules 2025 dataset. Energies are from wB97M-V/def2-TZVPD.

The value obtained for the energy above the lowest of the compared OMol25 structures with the same formula, charge and spin is 1.153 eV. The calculation puts the total energy at -6695.339 eV. Its lowest unoccupied orbital energy is 0.0384 Eh. For the molecular weight, the calculation gives 69.1 g mol⁻¹. Its SMILES is c1cnoc1. For the orbital gap, the calculation gives 11.2 eV. The spin multiplicity is 1.

Last column: natural (NBO) charge in e.
CARTESIAN COORDINATES (ANGSTROEM)
1 C 0.00930 1.17706 -0.00736  -0.37
2 C 1.12036 0.27663 0.03764  -0.05
3 N 0.70309 -0.95073 -0.02352  -0.11
4 O -0.66763 -0.93522 0.00747  -0.28
5 C -1.07382 0.37306 0.00211  0.12
6 H 0.03920 2.27818 -0.04113  0.24
7 H 2.20632 0.46119 -0.04264  0.23
8 H -2.16108 0.43698 -0.00572  0.22



[2]
Here is a single C20H25ClFN5O2 molecule from the Open Molecules 2025 dataset. Energies are from wB97M-V/def2-TZVPD.

The value obtained for the energy above the lowest of the compared OMol25 structures with the same formula, charge and spin is 0.671 eV. The calculation puts the total energy at -47932.332 eV. Its lowest unoccupied orbital energy is 0.0249 Eh. For the molecular weight, the calculation gives 421.9 g mol⁻¹. Its SMILES is CCn1ccnc1CN(C)C(=O)C[C@H]1C(=O)NCCN1Cc1c(F)cccc1Cl. For the orbital gap, the calculation gives 8.8 eV. The spin multiplicity is 1.

Last column: natural (NBO) charge in e.
CARTESIAN COORDINATES (ANGSTROEM)
1 C 1.60342 0.06890 -4.96101  -0.63
2 C 0.34924 0.47711 -5.72721  -0.20
3 N -0.85289 0.12627 -5.01417  -0.33
4 C -1.52482 -1.05194 -5.17141  -0.10
5 C -2.59131 -1.00517 -4.32467  -0.09
6 N -2.58791 0.17255 -3.65242  -0.49
7 C -1.53167 0.83083 -4.07325  0.34
8 C -1.12973 2.16893 -3.54098  -0.26
9 N -0.87911 2.09063 -2.10900  -0.42
10 C -2.07433 1.97059 -1.31065  -0.42
11 C 0.39387 1.94298 -1.69530  0.70
12 O 1.34120 2.09101 -2.45188  -0.66
13 C 0.64355 1.62625 -0.22770  -0.48
14 C 0.30410 0.15828 0.10793  -0.13
15 C 0.95030 -0.75574 -0.93318  0.66
16 O 0.51582 -0.83115 -2.06486  -0.62
17 N 2.03566 -1.45523 -0.54542  -0.61
18 C 2.54302 -1.57797 0.80239  -0.24
19 C 2.07267 -0.38336 1.63798  -0.23
20 N 0.65733 -0.11887 1.49018  -0.44
21 C -0.19661 -1.10226 2.13959  -0.24
22 C -0.02900 -1.00596 3.63145  -0.13
23 C 0.54774 -2.02646 4.37748  0.41
24 F 0.96111 -3.14241 3.73763  -0.33
25 C 0.72595 -1.95246 5.74633  -0.28
26 C 0.31903 -0.80755 6.40761  -0.18
27 C -0.25352 0.23768 5.70457  -0.24
28 C -0.42101 0.13299 4.33264  0.00
29 Cl -1.13304 1.44177 3.47555  0.03
30 H 1.67153 0.62411 -4.02961  0.26
31 H 1.56557 -0.99069 -4.72260  0.21
32 H 2.48650 0.27167 -5.56179  0.20
33 H 0.35556 1.55501 -5.91181  0.20
34 H 0.31633 -0.03324 -6.69567  0.20
35 H -1.19826 -1.80127 -5.86325  0.21
36 H -3.35870 -1.73405 -4.15660  0.20
37 H -1.93155 2.89599 -3.70959  0.21
38 H -0.21020 2.51406 -4.01409  0.25
39 H -2.61065 1.06022 -1.59163  0.25
40 H -2.72154 2.82506 -1.52660  0.20
41 H -1.85217 1.96899 -0.24924  0.20
42 H 1.70711 1.80214 -0.06252  0.23
43 H 0.08316 2.28422 0.43627  0.23
44 H -0.77527 0.02350 -0.00947  0.23
45 H 2.43278 -2.06212 -1.24973  0.41
46 H 2.19504 -2.51814 1.25195  0.19
47 H 3.63610 -1.60514 0.77424  0.21
48 H 2.61331 0.51147 1.32315  0.21
49 H 2.29506 -0.55808 2.69254  0.22
50 H -1.23348 -0.85590 1.89273  0.23
51 H -0.00613 -2.13358 1.80881  0.20
52 H 1.17785 -2.77986 6.26906  0.23
53 H 0.45012 -0.72846 7.47510  0.22
54 H -0.57144 1.13360 6.21329  0.23



[3]
Here is a single C5H7NO molecule from the Open Molecules 2025 dataset. Energies are from wB97M-V/def2-TZVPD.

The value obtained for the energy above the lowest of the compared OMol25 structures with the same formula, charge and spin is 3.844 eV. The calculation puts the total energy at -8832.359 eV. Its lowest unoccupied orbital energy is 0.0166 Eh. For the molecular weight, the calculation gives 97.1 g mol⁻¹. Its SMILES is C/C([O-])=C/C1=C[NH2+]1. For the orbital gap, the calculation gives 8.1 eV. The spin multiplicity is 1.

Last column: natural (NBO) charge in e.
CARTESIAN COORDINATES (ANGSTROEM)
1 C 2.65099 -0.09726 -0.05156  -0.70
2 C 1.24269 0.47096 -0.00872  0.54
3 O 1.06958 1.68203 0.09453  -0.60
4 C 0.12649 -0.46288 -0.05043  -0.54
5 C -1.08721 0.11788 0.12850  0.23
6 C -1.98694 1.07625 0.35576  -0.25
7 N -2.51331 -0.31441 0.02590  -0.59
8 H 3.33898 0.68296 -0.39190  0.23
9 H 2.72296 -0.98033 -0.69773  0.21
10 H 2.94124 -0.39470 0.96518  0.23
11 H 0.25767 -1.53228 -0.17436  0.22
12 H -2.30484 1.96832 -0.15850  0.23
13 H -2.96318 -0.83426 0.77418  0.40
14 H -2.82819 -0.59345 -0.90303  0.39



[4]
Here is 2 unconnected molecules or ions with the total composition C3H5N2S at a distorted geometry from the Open Molecules 2025 dataset. Energies are from wB97M-V/def2-TZVPD.

The value obtained for the energy above the lowest of the compared OMol25 structures with the same formula, charge and spin is 5.165 eV. The calculation puts the total energy at -16995.099 eV. Its lowest unoccupied orbital energy (spin up / spin down) is -0.2900 / -0.3193 Eh. For the molecular weight, the calculation gives 101.2 g mol⁻¹. Its charge is +1. For the orbital gap (spin up / spin down), the calculation gives 6.6 / 5.3 eV. The spin multiplicity is 1.

Last column: natural (NBO) charge in e.
CARTESIAN COORDINATES (ANGSTROEM)
1 C 1.39623 0.20232 -0.89461  -0.14
2 C 0.87569 1.72816 -2.67688  -0.09
3 C -1.04965 -0.72770 1.40815  0.12
4 N 0.16934 0.60334 -0.94812  -0.23
5 N -0.08585 1.51264 -1.82552  -0.21
6 S 2.33465 0.81709 -2.24956  0.44
7 H 1.96809 -0.45368 -0.27712  0.24
8 H 0.83756 2.42949 -3.39808  0.24
9 H -0.38156 -1.37795 1.89944  0.19
10 H -0.70068 0.23444 1.31946  0.20
11 H -2.07806 -1.08539 1.08117  0.24



[5]
Here is a gas-phase ion, C3H6N3O2 (charge -1) at a distorted geometry from the Open Molecules 2025 dataset. Energies are from wB97M-V/def2-TZVPD.

The value obtained for the energy above the lowest of the compared OMol25 structures with the same formula, charge and spin is 2.761 eV. The calculation puts the total energy at -11770.021 eV. Its lowest unoccupied orbital energy is 0.1493 Eh. For the molecular weight, the calculation gives 116.1 g mol⁻¹. Its charge is -1. For the orbital gap, the calculation gives 7.2 eV. The spin multiplicity is 1.

Last column: natural (NBO) charge in e.
CARTESIAN COORDINATES (ANGSTROEM)
1 C 0.05800 -1.44368 0.09614  -0.19
2 C -1.20673 -0.72111 -0.09761  0.46
3 C 1.36280 1.16380 -0.29801  -0.53
4 N 1.27657 -1.02116 0.45895  -0.22
5 N -1.13334 0.49997 0.40782  -0.34
6 N 1.96407 0.12859 0.36787  -0.38
7 O -2.30598 1.35080 0.19041  -0.64
8 O -2.22841 -1.24263 -0.59804  -0.80
9 H -0.02615 -2.43221 0.29753  0.17
10 H 1.96748 2.13272 -0.35853  0.17
11 H 1.02369 1.05411 -1.39496  0.16
12 H 0.27959 1.35593 0.20757  0.29
13 H 1.92826 -1.65233 0.92873  0.39
14 H -2.95984 0.82721 -0.20788  0.45



[6]
Here is 2 unconnected molecules or ions with the total composition C22H39ClN6O5S2 at a distorted geometry from the Open Molecules 2025 dataset. Energies are from wB97M-V/def2-TZVPD.

The calculation puts the total energy at -76811.264 eV. Its lowest unoccupied orbital energy is -0.0390 Eh. For the molecular weight, the calculation gives 567.2 g mol⁻¹. Its SMILES is CNC[C@@](C#N)(CCCCSc1nnco1)[C@H](C#N)CCCCS(=O)(=O)Cl.COCCNCCOC. For the orbital gap, the calculation gives 7.8 eV. The spin multiplicity is 1.

Last column: Mulliken charge in e.
CARTESIAN COORDINATES (ANGSTROEM)
1 C 1.54163 -1.59272 4.14491  -0.72
2 N 0.55157 -2.29772 3.27940  -0.40
3 C -0.68045 -1.49638 3.13622  -0.82
4 C -1.33754 -1.52378 1.70103  2.02
5 C -1.19824 -2.93359 1.03437  -0.55
6 N -1.26267 -3.95559 0.52683  -0.61
7 C -2.88165 -1.11760 1.91124  -0.90
8 C -3.88555 -1.96999 1.04322  -0.37
9 C -5.33291 -1.32691 0.89682  -1.00
10 C -5.92178 -0.71601 2.23468  -0.52
11 S -7.56539 -1.51189 2.64496  -0.20
12 C -8.67804 -0.08867 2.70118  0.49
13 N -9.31455 0.50719 3.71224  -0.29
14 N -10.01883 1.58073 3.21262  -0.34
15 C -9.75479 1.57062 1.89262  0.04
16 O -8.93815 0.53827 1.47962  -0.22
17 C -0.74888 -0.44877 0.69190  0.89
18 C -1.19389 -0.72107 -0.78147  -0.25
19 N -1.43743 -0.89949 -1.88455  -0.62
20 C 0.82966 -0.32966 0.66912  -0.17
21 C 1.16622 1.19451 0.26597  -0.83
22 C 1.18050 2.11358 1.57472  -0.49
23 C -0.12868 2.97839 1.75537  -0.92
24 S -0.78313 2.96499 3.48814  1.09
25 O -0.52290 4.26783 4.11022  -0.60
26 O -0.16238 1.93255 4.31592  -0.52
27 Cl -2.86204 2.73022 3.43121  -0.21
28 H 1.95749 -0.65431 3.67815  0.19
29 H 2.41576 -2.28962 4.29582  0.33
30 H 1.12715 -1.31706 5.14695  0.30
31 H 1.04550 -2.43151 2.39520  0.35
32 H -1.42634 -1.93056 3.86938  0.41
33 H -0.55712 -0.41412 3.46465  0.21
34 H -3.03411 -0.03772 1.60303  0.26
35 H -3.17932 -1.15864 2.99455  0.21
36 H -4.01054 -2.97071 1.55643  0.34
37 H -3.52563 -2.14779 -0.01295  0.30
38 H -5.23469 -0.52654 0.10263  0.34
39 H -6.01447 -2.13367 0.50702  0.51
40 H -5.26107 -0.86477 3.13395  0.34
41 H -6.03348 0.39178 2.06425  0.32
42 H -10.14433 2.31801 1.16840  0.37
43 H -1.14111 0.58327 0.92495  -0.31
44 H 1.32557 -0.48746 1.65833  -0.13
45 H 1.28661 -0.95084 -0.15433  0.23
46 H 2.09146 1.28446 -0.35434  0.32
47 H 0.28306 1.52501 -0.36186  0.47
48 H 1.42951 1.47107 2.45732  0.24
49 H 2.02374 2.84949 1.42069  0.45
50 H -0.95683 2.73816 1.03637  0.49
51 H 0.13426 4.05922 1.55932  0.45
52 C 2.07027 0.78787 -3.69936  -0.90
53 O 2.95883 0.06978 -2.85391  -0.13
54 C 3.25605 -1.24443 -3.32598  -0.96
55 C 4.69130 -1.33241 -3.83606  -0.20
56 N 4.86029 -0.58827 -5.08185  -0.32
57 C 6.25668 -0.38456 -5.47228  -0.68
58 C 7.16721 0.39744 -4.51668  -0.47
59 O 6.84782 1.77674 -4.39771  -0.45
60 C 5.79377 2.06891 -3.49768  -0.49
61 H 1.73734 1.67536 -3.15977  0.22
62 H 2.57576 1.11574 -4.61110  0.37
63 H 1.19215 0.18716 -3.95515  0.38
64 H 2.53824 -1.58315 -4.07812  0.47
65 H 3.16385 -1.90882 -2.46133  0.36
66 H 4.94721 -2.38225 -4.00721  0.41
67 H 5.34258 -0.94487 -3.04469  0.15
68 H 4.42353 0.31972 -4.98819  0.07
69 H 6.23662 0.15283 -6.42468  0.37
70 H 6.70939 -1.36158 -5.67372  0.39
71 H 8.17501 0.36775 -4.94174  0.35
72 H 7.24715 -0.06964 -3.52889  0.34
73 H 5.77398 1.38676 -2.64354  0.26
74 H 4.83458 2.05568 -4.01967  0.13
75 H 5.93958 3.08406 -3.12312  0.36



[7]
Here is a molecular structure, C3H4ClNS2 at a distorted geometry from the Open Molecules 2025 dataset. Energies are from wB97M-V/def2-TZVPD.

The value obtained for the energy above the lowest of the compared OMol25 structures with the same formula, charge and spin is 3.540 eV. The calculation puts the total energy at -38854.898 eV. Its lowest unoccupied orbital energy (spin up / spin down) is 0.0000 / 0.0001 Eh. For the molecular weight, the calculation gives 153.7 g mol⁻¹. For the orbital gap (spin up / spin down), the calculation gives 8.2 / 8.2 eV. The spin multiplicity is 1.

Last column: natural (NBO) charge in e.
CARTESIAN COORDINATES (ANGSTROEM)
1 C 0.65405 0.99289 0.41148  -0.34
2 C 1.14480 1.18637 -0.77663  -0.11
3 C 0.17008 -0.38950 0.83500  -0.23
4 N -0.52185 -0.87172 -0.36051  -0.72
5 S 0.53029 -0.89496 -1.61992  0.30
6 S -2.23505 -0.50471 -0.73955  0.15
7 Cl 1.94088 2.22209 -1.70914  0.15
8 H 0.56140 1.51099 1.35966  0.24
9 H 0.96126 -1.18419 1.00806  0.23
10 H -0.44409 -0.32576 1.73679  0.21
11 H -2.76178 -1.74150 -0.14524  0.13



[8]
Here is 2 unconnected molecules or ions with the total composition C4H11NO2 at a distorted geometry from the Open Molecules 2025 dataset. Energies are from wB97M-V/def2-TZVPD.

The value obtained for the energy above the lowest of the compared OMol25 structures with the same formula, charge and spin is 0.578 eV. The calculation puts the total energy at -9910.860 eV. Its lowest unoccupied orbital energy (spin up / spin down) is 0.1425 / 0.1362 Eh. The expectation value of S² is 0.75. For the molecular weight, the calculation gives 105.1 g mol⁻¹. Its charge is -1. For the orbital gap (spin up / spin down), the calculation gives 3.3 / 9.5 eV. The spin multiplicity is 2.

Last column: Mulliken spin population.
CARTESIAN COORDINATES (ANGSTROEM)
1 C -1.05228 0.28155 1.07335  0.24
2 C -0.39342 1.46582 1.75939  0.12
3 C -0.95876 0.28156 -0.44155  -0.09
4 N 0.26133 -0.05825 -0.93258  0.37
5 C 0.50736 0.07099 -2.37528  0.28
6 O -1.98010 0.40932 -1.10900  -0.12
7 H -0.59156 -0.63563 1.46496  0.15
8 H -2.11665 0.26318 1.29604  0.04
9 H -0.84474 1.52688 2.75930  -0.02
10 H -0.66365 2.40896 1.27133  -0.06
11 H 0.68590 1.44926 1.88793  -0.12
12 H 0.78473 -0.87511 -0.55641  -0.21
13 H 0.95727 -0.81474 -2.81468  -0.15
14 H -0.42255 0.41930 -2.82305  -0.03
15 H 1.21387 0.90168 -2.50262  0.04
16 H 1.21672 -2.96062 0.25920  -0.28
17 H 1.80159 -2.06581 1.37365  -0.12
18 O 1.59494 -2.06833 0.41004  0.96